No. 1
{
  "formula": "C34H80AsF9N8O8STl",
  "method": "ωB97M-V/def2-TZVPD",
  "elements": ["Tl", "As", "S", "F", "F", "F", "F", "F", "F", "F", "F", "F", "O", "O", "O", "O", "O", "O", "O", "O", "N", "N", "N", "N", "N", "N", "N", "N", "C", "C", "C", "C", "C", "C", "C", "C", "C", "C", "C", "C", "C", "C", "C", "C", "C", "C", "C", "C", "C", "C", "C", "C", "C", "C", "C", "C", "C", "C", "C", "C", "C", "C", "H", "H", "H", "H", "H", "H", "H", "H", "H", "H", "H", "H", "H", "H", "H", "H", "H", "H", "H", "H", "H", "H", "H", "H", "H", "H", "H", "H", "H", "H", "H", "H", "H", "H", "H", "H", "H", "H", "H", "H", "H", "H", "H", "H", "H", "H", "H", "H", "H", "H", "H", "H", "H", "H", "H", "H", "H", "H", "H", "H", "H", "H", "H", "H", "H", "H", "H", "H", "H", "H", "H", "H", "H", "H", "H", "H", "H", "H", "H", "H"],
  "xyz": [[1.836386, 0.877528, -3.837032], [0.570613, -0.017145, -0.330094], [-1.780764, 1.116688, -4.691043], [-0.149622, 1.183037, -1.269509], [-3.984610, 0.333372, -3.567243], [0.301216, 0.938632, 1.080629], [2.096520, 0.717762, -0.570337], [-0.915866, -0.849117, -0.114094], [-2.690983, 1.370957, -2.271064], [0.857349, -0.881717, -1.816716], [1.347650, -1.251972, 0.603290], [-3.832891, 2.438904, -3.737205], [3.958377, -0.717677, -2.765137], [-0.947815, 2.290228, -4.484818], [1.227680, 3.390115, -2.455423], [0.846623, -3.171794, 5.135497], [1.847149, -1.926536, -4.813649], [-1.068269, -0.093149, -4.292824], [3.918799, 2.337781, -2.595573], [-2.397168, 1.057988, -5.970536], [5.883183, -1.921076, -2.737605], [0.999453, 5.581054, -2.933060], [-2.656508, -5.397980, -2.862108], [5.957814, 2.780341, -1.712992], [1.424216, -4.175387, -4.597876], [0.645028, -2.798322, 2.898296], [-0.559931, 4.401724, 5.571022], [-3.657517, 1.047004, 2.477148], [-2.730336, 1.872786, 1.748758], [1.791770, 4.905976, 6.466423], [-3.376298, -0.344280, 2.280111], [-3.564947, -4.221823, -0.936911], [2.210151, -3.098911, -4.873247], [-3.908190, 1.465089, 3.841299], [-2.661414, 3.929216, 6.768973], [0.013910, -4.086682, -4.357422], [-2.477338, -4.275179, -1.995648], [6.691626, 1.947156, -2.632769], [3.640554, -3.404466, -5.287285], [-3.774708, -4.009968, -4.559038], [0.239300, 6.841102, -2.972385], [-2.025339, -0.812911, 2.880727], [-3.170124, 3.322080, 1.619014], [4.678236, -1.536831, -2.195719], [-3.157314, 1.325857, -3.500052], [0.997781, -2.445435, 4.172081], [-5.207450, 0.881675, 4.442548], [0.610118, 5.280230, 5.547215], [0.317802, 2.857572, 3.879011], [-0.245905, 3.026683, 5.261323], [3.937298, 3.646865, -0.640272], [1.460125, -1.008297, 4.342230], [-2.514723, -6.680555, -2.199790], [0.220607, -4.106647, 2.519390], [-0.902639, 4.315554, -2.088236], [4.592706, 2.870795, -1.737598], [0.512246, 4.392476, -2.511940], [4.197531, -2.247135, -0.980058], [-1.266169, 4.488868, 6.836096], [-1.991896, -7.776942, -3.143859], [-3.761504, -5.291399, -3.785567], [6.750129, -3.022911, -2.300744], [-1.295103, 5.257156, -1.701701], [1.910950, 5.629367, -3.340016], [0.431026, 2.590944, 6.019786], [-2.426801, -3.342965, -2.560403], [-3.161391, 4.042746, 7.726084], [-2.140373, -0.918784, 3.960478], [-2.629613, 1.555535, 0.711467], [3.341151, 2.945050, -0.057034], [3.860813, -4.474792, -5.331300], [-1.754722, 1.879073, 2.260151], [3.792685, -2.976879, -6.271381], [4.839191, -2.001745, -0.123666], [7.463411, 1.392841, -2.096932], [0.227492, -4.768180, 3.381034], [0.277316, 6.285842, 5.828254], [7.213392, 2.575468, -3.363598], [4.192305, -3.324136, -1.132851], [-1.372607, 5.567191, 7.014952], [-3.469346, -7.008216, -1.741212], [-4.725587, -5.409756, -3.255557], [-5.371774, -0.133068, 4.102890], [4.671542, 4.078812, 0.048183], [1.529594, 5.025232, 7.520350], [-3.659286, -6.103125, -4.504929], [-3.351029, -0.506527, 1.197553], [-0.955622, 3.552587, -1.316645], [-3.387426, -3.403369, -0.251483], [3.307148, 4.417447, -1.062354], [6.020399, -1.496322, -3.640568], [2.144002, 3.892172, 6.289501], [6.036959, 1.262770, -3.148451], [-4.199961, -0.981816, 2.610173], [-3.924038, 2.538548, 3.936369], [-1.807961, -6.571101, -1.371523], [-2.776838, -3.717345, -4.878199], [-4.439961, -4.128389, -5.412842], [-0.441690, -5.044903, -4.078693], [0.912018, 5.381081, 4.501018], [-1.167876, 2.442145, 5.303764], [0.426504, 1.801800, 3.662213], [-1.884814, -8.754698, -2.671513], [4.292808, -2.948940, -4.546007], [2.180443, -1.020814, 5.154830], [0.196760, 7.341240, -1.998482], [-0.212398, -3.468588, -3.480525], [-1.524228, 3.985878, -2.919433], [-5.127558, 0.887334, 5.524842], [1.988790, -0.655442, 3.447512], [0.551534, -2.062682, 2.217831], [-1.810311, -1.779426, 2.439478], [6.331508, -3.476774, -1.415841], [-0.387665, 3.308977, 3.166935], [7.751115, -2.656529, -2.068708], [-0.642452, 4.119982, 7.658876], [3.212061, -1.880137, -0.727246], [2.621311, 5.607887, 6.346515], [1.852449, -5.067469, -4.459751], [-3.063143, 1.049823, 4.436001], [-1.020491, -7.501315, -3.557968], [-4.575083, -4.186030, -1.327982], [-6.050510, 1.493039, 4.132307], [0.628906, -0.336016, 4.516641], [-0.817477, -4.098319, 2.167742], [-0.771730, 6.698718, -3.350453], [-4.170913, -3.174473, -3.988366], [-1.478281, -4.364373, -1.559703], [-3.218687, 4.460570, 5.999785], [-0.515825, -3.729578, -5.236865], [-2.644052, 2.870615, 6.501906], [6.437882, 3.144116, -0.913070], [1.228974, 3.428909, 3.702246], [-2.414172, 3.917531, 1.102433], [-2.676786, -7.966063, -3.976192], [0.733178, 7.534011, -3.652248], [6.841654, -3.757189, -3.102859], [0.894885, -4.502904, 1.760500], [-3.427985, -5.106245, -0.294265], [-3.269441, 3.837308, 2.582636], [-1.264364, -0.088632, 2.620176], [-4.116428, 3.433484, 1.088746]],
  "forces_ev_per_a": [[0.01, -0.12, 0.41], [0.96, -0.30, -0.92], [1.48, 0.32, 0.30], [-0.99, 1.00, -0.51], [-1.32, -1.72, -0.32], [-0.20, 0.06, 0.74], [0.75, 0.43, 0.24], [-0.78, -0.26, 0.27], [0.48, 0.25, 1.11], [-0.06, -0.64, 0.09], [0.09, -0.34, 0.33], [-0.15, 0.74, -0.22], [0.86, -0.17, 0.07], [-0.23, 0.18, 0.19], [0.04, 0.50, -0.38], [0.34, -0.36, -0.11], [-0.39, -1.00, -0.16], [-0.38, -0.04, 0.20], [0.17, -0.28, -0.73], [-0.77, -0.24, -0.90], [-0.54, 0.14, 0.43], [-0.88, 1.00, -0.08], [-0.50, -0.27, 0.27], [-0.86, -0.13, 0.15], [0.11, 0.13, -0.05], [0.10, 0.53, 0.55], [0.36, -0.23, 0.52], [1.24, -0.03, 0.56], [-0.59, 1.56, -0.80], [-0.21, 0.29, 0.06], [-0.80, -0.69, -1.09], [0.55, -0.59, 1.22], [0.44, 0.69, 0.05], [-0.59, -1.06, 0.53], [0.05, -0.51, -0.04], [-0.81, 0.10, 0.83], [0.69, 0.70, -0.21], [0.83, 0.43, -0.13], [-0.37, -0.56, 0.42], [-0.30, 0.75, -0.15], [0.19, -0.10, -0.02], [-0.68, 0.07, 0.22], [-0.09, 0.98, 0.67], [-0.41, -0.23, -0.99], [0.85, 0.50, -0.30], [-1.01, 0.49, 0.05], [0.43, 0.39, -0.41], [0.07, 0.58, -0.21], [-0.36, 0.65, -0.57], [0.11, -0.28, -0.02], [0.63, -0.06, 0.81], [0.87, -0.44, -0.80], [0.36, -0.83, -0.11], [-0.34, -0.45, 0.15], [-0.77, 0.17, 0.55], [0.33, -0.08, 0.10], [0.81, -0.55, -0.11], [0.27, 0.30, 0.86], [0.02, 1.47, -0.11], [-0.26, -0.08, -0.34], [0.18, -0.46, -0.31], [-0.13, 0.75, -0.54], [0.03, -0.05, -0.03], [0.41, -0.44, 0.05], [-0.12, 0.00, -0.06], [-0.23, -0.10, -0.15], [-0.11, -0.03, 0.05], [0.22, -0.03, 0.00], [0.31, -0.79, 0.23], [-0.26, 0.05, -0.18], [-0.06, 0.08, -0.03], [0.06, -0.29, -0.16], [0.16, 0.17, -0.04], [0.02, -0.27, -0.11], [-0.12, -0.11, 0.03], [0.20, 0.07, 0.14], [-0.11, -0.16, -0.02], [-0.12, -0.17, -0.09], [-0.04, -0.07, 0.08], [0.04, -0.12, 0.21], [0.13, 0.15, -0.24], [0.14, -0.20, -0.05], [-0.05, -0.19, 0.09], [-0.11, 0.15, -0.15], [-0.20, -0.29, -0.05], [-0.18, -0.23, 0.16], [0.28, 0.12, 0.03], [-0.06, -0.09, -0.01], [-0.06, 0.54, -0.09], [-0.20, 0.06, -0.04], [0.33, -0.03, -0.06], [0.13, 0.01, 0.03], [-0.33, -0.12, -0.02], [0.10, 0.19, 0.42], [0.21, 0.19, -0.13], [-0.06, 0.13, -0.11], [0.00, -0.11, -0.25], [0.17, 0.05, -0.14], [0.52, -0.15, -0.34], [0.27, -0.14, 0.15], [0.01, 0.01, 0.10], [0.34, -0.06, -0.28], [0.01, 0.24, 0.37], [0.11, 0.17, -0.18], [-0.22, 0.27, 0.25], [-0.03, -0.22, -0.04], [0.11, 0.41, -0.38], [0.08, 0.04, -0.10], [-0.10, 0.01, 0.08], [-0.19, -0.03, 0.07], [0.49, 0.01, -0.19], [0.15, -0.07, 0.00], [-0.02, -0.17, 0.11], [-0.01, -0.26, 0.02], [-0.04, 0.01, 0.06], [-0.22, -0.40, 0.11], [-0.19, -0.07, -0.16], [-0.06, -0.13, -0.38], [0.29, -0.13, -0.24], [-0.11, 0.35, -0.09], [-0.06, 0.05, 0.03], [-0.06, 0.05, -0.12], [-0.12, -0.02, 0.05], [-0.17, -0.01, 0.32], [0.13, -0.01, -0.27], [0.04, -0.10, 0.05], [-0.04, 0.10, 0.16], [-0.15, -0.04, 0.37], [-0.10, 0.05, 0.00], [0.00, 0.29, 0.02], [-0.21, -0.01, 0.20], [0.04, 0.13, 0.08], [0.29, -0.46, 0.19], [0.02, -0.33, -0.21], [0.08, 0.23, 0.04], [0.09, -0.14, -0.03], [-0.07, -0.12, 0.13], [-0.18, -0.12, -0.16], [-0.45, 0.09, -0.26], [-0.06, -0.17, -0.10], [0.32, -0.09, -0.03], [0.04, -0.16, -0.06]],
  "total_energy_ev": -165675.37052,
  "homo_lumo_gap_ev": 1.6,
  "de_lowest_kj_mol": 0.0,
  "molar_mass_g_mol": 1211.42,
  "total_charge": 1,
  "fmax_ev_per_a": 2.194
}

No. 2
{
  "formula": "C3H3F3",
  "method": "ωB97M-V/def2-TZVPD",
  "elements": ["F", "F", "F", "C", "C", "C", "H", "H", "H"],
  "xyz": [[-0.743939, 1.424799, -0.097999], [-1.880357, -0.207454, -1.035790], [-1.846510, -0.076070, 1.097669], [0.221213, -0.587314, 0.011161], [-1.039680, 0.134372, -0.012285], [1.378351, 0.101376, 0.013077], [1.282714, 1.163908, 0.053304], [0.221756, -1.688553, -0.007427], [2.406452, -0.265068, -0.021710]],
  "forces_ev_per_a": [[-1.25, 0.86, -0.01], [0.94, 0.29, 0.19], [1.15, 0.36, -0.63], [2.69, -1.56, -0.09], [-2.07, -0.13, 0.46], [-0.86, -0.52, 0.04], [0.30, 0.49, -0.06], [-0.27, 0.66, 0.00], [-0.63, -0.44, 0.09]],
  "total_energy_ev": -11311.55822,
  "homo_lumo_gap_ev": 12.0,
  "smiles": "C=CC(F)(F)F",
  "de_lowest_kj_mol": 0.0,
  "molar_mass_g_mol": 96.05,
  "total_charge": 0,
  "fmax_ev_per_a": 3.110
}

No. 3
{
  "formula": "C2HClF2O2",
  "method": "ωB97M-V/def2-TZVPD",
  "elements": ["Cl", "F", "F", "O", "O", "C", "C", "H"],
  "xyz": [[2.219053, -0.575104, -1.316134], [1.132195, -0.684400, 0.960918], [2.038905, 1.211546, 0.556541], [-0.926818, 0.751938, -0.650591], [-1.504298, -1.115116, 0.455169], [-1.674880, -0.047374, -0.088248], [1.589844, 0.050560, 0.065073], [-2.874002, 0.407950, 0.017271]],
  "forces_ev_per_a": [[0.20, 0.04, -0.30], [-0.15, -1.00, 0.97], [-0.54, -1.67, -1.18], [2.35, 1.23, -0.82], [0.35, -0.58, -0.01], [-3.90, -0.12, 1.61], [-0.82, 2.80, 0.31], [2.51, -0.68, -0.58]],
  "total_energy_ev": -24138.27955,
  "homo_lumo_gap_ev": [7.6, 5.7],
  "de_lowest_kj_mol": 422.1,
  "molar_mass_g_mol": 130.48,
  "total_charge": 0,
  "fmax_ev_per_a": 4.222
}